This record from the OMol25 dataset describes 8 unconnected molecules or ions with the total composition C39H77BN4O15S7 in a non-equilibrium geometry. The level of theory is ωB97M-V with the def2-TZVPD basis set.

XYZ file:
```
143
Properties=species:S:1:pos:R:3:forces:R:3:lowdin_charge:R:1
C 0.9291 2.6475 -5.9143 0.501 -0.281 1.275 -0.11
C 1.3968 2.4861 -4.4273 -1.276 -0.483 0.117 -0.28
C 1.0403 3.7237 -3.5712 1.033 0.522 -0.240 -0.22
C 1.5956 3.7059 -2.1134 -1.288 -0.011 -0.273 -0.21
C 1.5234 2.3296 -1.3914 1.257 0.915 0.669 -0.16
C 2.6173 2.3559 -0.2463 -1.060 -0.985 -0.015 -0.14
C 3.7960 1.3431 -0.4982 -0.504 0.976 1.120 -0.20
C 4.0890 0.7041 0.8595 0.527 -0.128 -2.160 -0.16
N 4.4473 0.0739 1.7494 -0.207 0.229 0.469 0.18
C 5.1095 1.9716 -1.0776 0.419 -0.474 -0.589 -0.26
C 4.8881 2.6828 -2.4086 -0.266 -0.593 1.870 -0.15
N 4.6842 3.3146 -3.3446 0.178 -0.095 -0.330 0.20
C 5.7371 3.0105 -0.1048 0.005 1.062 0.353 -0.21
N 7.0254 3.5498 -0.5660 -0.190 -0.253 0.205 0.02
B 6.1122 0.7452 -1.4364 1.255 -0.767 -0.401 -0.53
N 7.4919 0.9825 -1.9053 -1.384 -0.739 -0.573 0.16
O 5.6889 -0.5863 -1.3351 -0.365 1.433 0.185 0.14
H 1.4735 1.9157 -6.5294 -0.214 0.457 -0.084 0.06
H -0.1432 2.3984 -5.9478 0.331 0.396 -0.258 0.07
H 1.1287 3.6896 -6.2095 -0.177 -0.500 -0.348 0.07
H 2.4524 2.1824 -4.3342 -0.279 0.514 -0.113 0.08
H 0.8094 1.6359 -4.0157 0.421 0.260 -0.167 0.09
H 1.5121 4.5977 -4.0722 -0.283 -0.316 0.224 0.11
H -0.0435 3.9490 -3.5844 0.378 -0.472 -0.005 0.11
H 2.5964 4.1652 -2.0692 -0.287 -0.562 -0.209 0.08
H 0.9485 4.3937 -1.5282 0.387 -0.262 -0.165 0.11
H 0.5166 2.1679 -0.9472 0.805 0.146 -0.473 0.09
H 1.7761 1.4634 -2.0226 -0.323 0.441 -0.068 0.10
H 2.1029 1.9968 0.6567 0.378 0.303 -0.275 0.07
H 2.9665 3.3746 -0.0246 0.020 -0.342 -0.270 0.11
H 3.4843 0.5496 -1.1957 -0.040 0.153 0.561 0.15
H 5.0421 3.8675 -0.0162 0.150 -0.505 -0.100 0.12
H 5.8463 2.6212 0.9253 -0.332 -0.314 -0.582 0.13
H 7.7588 3.1203 -0.0155 0.164 0.033 -0.344 0.07
H 7.0819 4.5471 -0.4083 -0.112 -0.038 -0.002 0.07
H 7.4845 1.4755 -2.7972 0.304 0.668 0.507 0.08
H 7.9435 0.0953 -2.1162 0.138 0.093 0.182 0.07
H 6.2411 -1.1622 -1.8646 0.165 -0.189 0.111 0.09
O -0.9272 2.5118 1.2340 0.350 0.011 -0.083 -0.32
S -0.6891 1.0856 1.2553 -0.460 -0.494 0.223 0.67
O 0.5876 0.5156 0.8927 0.005 0.152 0.083 -0.33
C -1.1671 0.4514 2.8528 -0.212 -0.067 0.370 -0.22
C -2.6437 0.1143 2.6949 -0.147 0.116 -0.174 -0.21
C -2.7710 -0.5667 1.3286 0.150 -0.017 0.229 -0.22
C -1.9832 0.2754 0.3165 -0.320 -0.252 -0.085 -0.21
H -0.9750 1.1995 3.6198 0.124 0.051 -0.097 0.11
H -0.5751 -0.4439 3.0454 0.054 0.044 -0.072 0.10
H -2.9951 -0.5278 3.5014 -0.010 0.067 0.013 0.12
H -3.2397 1.0298 2.7094 0.011 -0.024 0.136 0.10
H -2.3459 -1.5694 1.3815 -0.024 0.019 -0.086 0.11
H -3.8109 -0.6695 1.0257 0.021 -0.009 0.012 0.10
H -1.5337 -0.3386 -0.4604 0.092 0.132 -0.007 0.09
H -2.6053 1.0480 -0.1349 0.126 0.086 0.034 0.11
O -2.9083 -2.5492 -0.8632 0.172 0.183 -0.096 -0.31
S -3.5057 -1.9954 -2.0543 -0.238 -0.287 -0.527 0.67
O -2.8064 -1.0396 -2.8833 0.244 -0.004 0.330 -0.33
C -4.0867 -3.3365 -3.0736 -0.420 -0.332 0.025 -0.24
C -5.5098 -3.5913 -2.5886 -0.033 0.151 0.095 -0.21
C -6.1399 -2.2067 -2.3953 -0.079 -0.064 -0.059 -0.21
C -5.1260 -1.3441 -1.6355 -0.436 0.144 0.030 -0.22
H -3.4316 -4.1930 -2.9610 0.145 0.139 -0.004 0.07
H -4.0791 -2.9923 -4.1082 0.061 0.037 0.032 0.11
H -6.0718 -4.1960 -3.2997 0.032 -0.004 0.018 0.12
H -5.4888 -4.1238 -1.6344 0.028 -0.025 -0.042 0.12
H -6.3434 -1.7607 -3.3719 0.026 -0.008 0.022 0.12
H -7.0869 -2.2637 -1.8586 0.029 0.043 -0.003 0.11
H -5.1797 -0.2987 -1.9328 0.167 0.002 0.079 0.11
H -5.2542 -1.4300 -0.5577 0.091 -0.038 -0.014 0.09
O -0.4557 -6.0082 -5.7694 -0.270 -0.061 0.222 -0.32
S -0.7119 -4.8325 -4.9736 0.322 0.239 -0.008 0.68
O -1.6379 -4.8535 -3.8627 0.079 -0.400 -0.191 -0.34
C 0.8481 -4.1644 -4.4190 0.353 0.283 0.064 -0.22
C 1.2651 -3.2076 -5.5319 0.014 -0.107 -0.341 -0.22
C -0.0058 -2.4444 -5.9225 0.089 0.163 0.190 -0.20
C -1.1305 -3.4749 -6.0681 -0.059 0.396 -0.251 -0.21
H 1.5566 -4.9744 -4.2563 -0.151 -0.107 -0.004 0.11
H 0.6664 -3.6303 -3.4849 -0.088 -0.089 0.009 0.11
H 2.0566 -2.5323 -5.2020 -0.058 -0.005 0.056 0.12
H 1.6384 -3.7763 -6.3971 -0.290 0.473 0.723 0.06
H -0.2620 -1.7300 -5.1351 -0.052 -0.032 -0.026 0.11
H 0.1302 -1.8792 -6.8448 -0.024 -0.044 0.005 0.12
H -2.0954 -3.0645 -5.7762 -0.026 -0.155 0.031 0.09
H -1.1861 -3.8692 -7.0818 0.026 -0.128 0.074 0.11
O -4.7949 2.2917 4.5990 -0.107 -0.136 -0.212 -0.33
S -5.5026 3.3714 3.9498 -0.211 0.397 0.101 0.66
O -6.6458 3.1347 3.1000 0.174 -0.362 0.054 -0.33
C -5.9300 4.5890 5.1822 0.053 0.249 0.238 -0.23
C -4.7235 5.5183 5.2275 0.095 -0.022 -0.087 -0.22
C -4.3196 5.7508 3.7666 -0.027 0.082 0.051 -0.21
C -4.3104 4.3853 3.0711 0.300 0.302 -0.177 -0.22
H -6.1305 4.0992 6.1309 -0.072 -0.107 -0.151 0.06
H -6.8193 5.1162 4.8357 -0.004 -0.086 -0.059 0.11
H -4.9591 6.4517 5.7368 0.003 -0.054 0.042 0.12
H -3.9025 5.0382 5.7657 -0.058 0.012 0.049 0.12
H -5.0521 6.4043 3.2863 0.003 -0.031 0.013 0.12
H -3.3472 6.2369 3.6881 -0.020 -0.026 -0.030 0.11
H -4.6050 4.4595 2.0266 -0.021 -0.186 0.022 0.10
H -3.3364 3.9025 3.1480 -0.067 -0.082 0.005 0.10
O 1.7221 -2.1943 7.6420 -0.108 0.201 0.043 -0.33
S 2.3589 -1.1350 6.8967 0.170 0.139 -0.141 0.66
O 1.8907 0.2288 6.9637 -0.201 -0.193 0.190 -0.33
C 4.1116 -1.1699 7.2449 0.401 -0.139 0.018 -0.24
C 4.6844 -2.1256 6.2035 -0.100 -0.095 -0.056 -0.22
C 3.9867 -1.7715 4.8855 0.135 0.084 0.020 -0.22
C 2.4892 -1.6380 5.1808 0.122 -0.129 -0.434 -0.22
H 4.2765 -1.4972 8.2694 -0.168 0.066 0.029 0.11
H 4.4966 -0.1594 7.1066 -0.081 0.009 0.008 0.11
H 5.7673 -2.0306 6.1267 -0.024 0.001 0.012 0.11
H 4.4546 -3.1585 6.4781 0.026 0.033 0.056 0.12
H 4.3732 -0.8217 4.5112 -0.028 -0.049 -0.046 0.10
H 4.1693 -2.5220 4.1176 -0.024 0.063 -0.021 0.11
H 2.0179 -0.8863 4.5509 -0.085 0.011 0.111 0.10
H 1.9720 -2.5903 5.0715 -0.048 0.036 0.135 0.10
O -6.4930 2.4144 8.0734 -0.030 0.308 -0.130 -0.31
S -5.6313 3.3167 8.7961 0.192 -0.031 0.342 0.66
O -5.4609 4.6945 8.3946 -0.202 -0.124 -0.225 -0.33
C -6.0743 3.2652 10.5262 -0.041 -0.137 0.391 -0.23
C -5.2237 2.1361 11.0982 0.050 -0.082 -0.060 -0.22
C -3.8313 2.3088 10.4811 0.010 0.035 0.095 -0.21
C -4.0216 2.5489 8.9793 0.404 -0.195 0.160 -0.21
H -7.1440 3.0940 10.6270 -0.009 0.075 -0.164 0.11
H -5.8037 4.2251 10.9668 -0.013 0.016 -0.081 0.11
H -5.1917 2.1725 12.1868 -0.020 -0.002 -0.024 0.12
H -5.6403 1.1694 10.8048 -0.031 0.036 0.019 0.12
H -3.3382 3.1730 10.9328 -0.025 -0.014 -0.014 0.12
H -3.1986 1.4404 10.6621 -0.002 0.030 -0.032 0.12
H -3.2607 3.2131 8.5756 -0.126 0.012 -0.140 0.10
H -4.0323 1.6140 8.4210 -0.116 0.073 -0.070 0.11
O 2.2703 -4.8996 -7.6587 0.235 -0.250 -0.706 -0.33
S 2.9002 -4.8544 -8.9597 0.185 -0.030 -0.314 0.69
O 2.5491 -3.8545 -9.9373 -0.199 0.030 0.323 -0.32
C 4.6722 -4.8559 -8.7325 0.374 -0.153 0.125 -0.23
C 5.0465 -6.3338 -8.7002 -0.063 -0.087 0.028 -0.22
C 4.2334 -6.9945 -9.8189 0.088 0.012 -0.040 -0.21
C 2.7933 -6.4821 -9.7032 0.068 -0.457 -0.162 -0.21
H 4.9265 -4.3255 -7.8170 -0.148 0.083 -0.031 0.11
H 5.1162 -4.3545 -9.5926 -0.085 0.037 0.003 0.11
H 6.1176 -6.4775 -8.8386 -0.021 0.014 0.017 0.12
H 4.7691 -6.7683 -7.7365 0.026 0.041 -0.003 0.12
H 4.6491 -6.7092 -10.7882 -0.011 0.010 0.030 0.12
H 4.2691 -8.0817 -9.7556 -0.025 0.028 -0.010 0.12
H 2.3121 -6.3988 -10.6750 -0.108 0.129 0.096 0.10
H 2.1946 -7.1114 -9.0458 -0.030 0.134 0.056 0.11
```
Positions in Å, forces in eV/Å.

The structure (SMILES) is CCCCCC[C@H](C#N)[C@@](C#N)(CN)B(N)O.O=S1(=O)CCCC1.O=S1(=O)CCCC1.O=S1(=O)CCCC1.O=S1(=O)CCCC1.O=S1(=O)CCCC1.O=S1(=O)CCCC1.O=S1(=O)CCCC1. The value obtained for the HOMO energy is -0.350 Ha. The largest force on an atom is 2.227 eV/A. The total energy is -154887.131 eV. The calculation puts the HOMO-LUMO gap at 9.63 eV.